# 1
This record from the OMol25 dataset describes a cluster of 2 separate species, C5H14 in total. The level of theory is wB97M-V/def2-TZVPD.

Summary:
- Highest occupied orbital energy: -10.67 eV
- Lowest unoccupied orbital energy: 1.1 eV
- SMILES: CCC.CC
- Calculated total energy: -198.85331 Eh

```
19
Properties=species:S:1:pos:R:3:forces:R:3:lowdin_charge:R:1
C -1.372988 -1.960019 -0.251870 1.412 -0.679 -0.223 -0.1771
C 0.832175 0.892364 0.150668 3.746 -3.039 -0.743 -0.3295
C 0.349460 0.677976 1.545644 -2.992 2.122 -0.548 -0.1358
C -1.947137 -1.126047 -1.354919 -1.467 0.844 -0.505 -0.1878
C 2.174118 1.606065 -0.027936 -0.007 2.603 0.920 -0.1296
H 2.996085 1.013996 -0.347876 0.495 -0.866 -0.269 0.0476
H 0.935132 0.117452 2.229039 0.625 -0.807 0.189 0.0669
H -1.377294 -0.238967 -1.595444 0.499 0.163 0.150 0.0394
H -0.674969 0.260633 1.343523 0.920 0.096 1.144 0.0614
H 1.247100 -0.152012 -0.108770 -1.633 0.991 -0.416 0.1200
H -2.037529 -1.660241 -2.305448 -0.045 -0.184 0.215 0.0671
H 0.170288 1.666878 2.006500 -0.013 -0.314 0.119 0.0798
H 2.515617 2.103963 0.899602 -0.197 -0.359 -0.062 0.0729
H 2.163677 2.461022 -0.714921 -0.350 -0.209 -0.174 0.0659
H -1.106735 -1.369924 0.659293 -0.625 -0.954 -0.685 0.0449
H -0.432262 -2.371061 -0.659871 0.054 0.263 0.435 0.0678
H -2.951579 -0.725542 -1.114564 0.299 -0.344 -0.057 0.0718
H -1.940714 -2.889265 -0.098307 -0.232 0.616 0.544 0.0687
H 0.107466 1.216267 -0.570745 -0.489 0.060 -0.033 0.0856
```
Forces are in eV/Å.

---

# 2
This record from the OMol25 dataset describes the ion C6H11N2O with charge +1. The level of theory is wB97M-V/def2-TZVPD.

Summary:
- Highest occupied orbital energy: -14.37 eV
- Lowest unoccupied orbital energy: -4.7 eV
- SMILES: C[C@@H]1C(O)=[NH+]C=N[C@@H]1C
- Calculated total energy: -419.68366 Eh
- Charge: +1

```
20
Properties=species:S:1:pos:R:3:forces:R:3:lowdin_charge:R:1
O -0.772572 -2.087761 0.449702 0.826 1.032 -0.890 0.2131
N 1.435551 -1.362928 0.133336 -3.123 -0.621 0.581 0.1876
N 1.796295 0.878320 -0.402370 1.211 0.203 -0.119 0.1300
C 0.018001 1.502095 1.125435 1.693 0.807 0.026 -0.0035
C -0.515231 -0.025886 -0.748124 2.254 -1.358 -0.615 -0.2245
C 0.109575 -1.243889 -0.038786 -0.827 1.053 0.110 -0.1920
C -2.027067 0.060336 -0.685882 0.362 0.782 -0.452 -0.0352
C 0.410975 1.194789 -0.313098 -1.793 -1.965 -0.069 -0.3335
C 2.275682 -0.246385 -0.143045 -0.918 0.729 -1.393 -0.1137
H -1.005164 1.121713 1.233447 0.551 0.545 0.861 0.0711
H -0.394643 -2.909680 0.741454 0.352 -1.025 0.569 0.1483
H 0.129537 2.610549 1.255804 -0.384 -1.132 0.451 0.1128
H 0.834424 0.973445 1.719252 -1.610 0.717 0.001 0.1137
H 1.673014 -2.055244 0.827429 0.760 -0.283 -0.048 0.1743
H -0.340914 -0.282461 -1.817618 0.481 0.284 0.302 0.1754
H -2.292111 1.009693 -1.235396 -0.091 -1.543 -0.348 0.1299
H -2.422002 -0.938001 -0.997305 -0.274 1.397 -0.081 0.1161
H 3.273056 -0.516136 -0.377587 1.062 -0.033 0.395 0.1331
H 0.189317 1.972167 -1.001568 -0.094 0.873 -0.448 0.1386
H -2.375725 0.345257 0.274913 -0.437 -0.463 1.167 0.0584
```
Forces are in eV/Å.

---

# 3
This record from the OMol25 dataset describes a cluster of 3 separate species, C3H10NO4 in total. The level of theory is wB97M-V/def2-TZVPD.

Summary:
- Highest occupied orbital energy: -4.09 eV
- Lowest unoccupied orbital energy: 3.9 eV
- Calculated total energy: -476.06327 Eh
- Charge: -1

```
18
Properties=species:S:1:pos:R:3:forces:R:3:lowdin_charge:R:1
O 0.815510 1.941990 1.681831 -0.365 1.043 -0.321 -0.0328
O -0.448641 0.872305 0.083466 -0.335 1.084 0.271 -0.1277
O -3.133376 0.135561 -0.023384 -1.374 -0.598 0.733 -0.0938
O -0.566875 1.928693 -2.276397 -1.198 0.630 -1.952 -0.0929
N 0.278535 -1.779164 -0.575587 2.407 0.054 0.510 -0.0092
C 1.052867 -0.491034 1.444921 -0.741 3.360 -1.046 -0.1307
C 0.395649 1.016915 1.003160 0.753 -3.718 0.710 -0.6572
C 1.511577 -1.285850 0.185008 -1.905 -0.908 2.809 -0.2586
H 0.211505 2.472405 -2.415869 0.191 -0.791 0.739 0.0207
H -0.459790 -1.600040 0.092867 -0.397 0.318 -0.651 0.0372
H -0.512025 1.153733 -1.707540 0.958 0.601 0.867 -0.0195
H 1.760261 -0.071374 2.148072 1.034 -0.709 -0.099 0.0674
H 0.285954 -0.922723 2.075865 -0.327 -0.759 -0.239 0.0787
H -3.259732 0.004132 -0.968176 0.883 0.557 0.287 0.0220
H 1.962013 -2.157454 0.670312 0.560 -0.227 -0.810 0.0720
H 0.206505 -1.163318 -1.369746 -0.694 0.179 0.095 0.0307
H -2.345554 0.620844 0.265214 0.541 -0.034 -1.111 -0.0004
H 2.245609 -0.675614 -0.314013 0.009 -0.082 -0.794 0.0940
```
Forces are in eV/Å.

---

Q: What is the highest occupied orbital energy in the third record?
A: -4.09 eV

---

Q: Among the records above, which one has the highest lowest unoccupied orbital energy?
A: C3H10NO4

---

Please write out number 3 again, unchanged.
This record from the OMol25 dataset describes a cluster of 3 separate species, C3H10NO4 in total. The level of theory is wB97M-V/def2-TZVPD.

Summary:
- Highest occupied orbital energy: -4.09 eV
- Lowest unoccupied orbital energy: 3.9 eV
- Calculated total energy: -476.06327 Eh
- Charge: -1

```
18
Properties=species:S:1:pos:R:3:forces:R:3:lowdin_charge:R:1
O 0.815510 1.941990 1.681831 -0.365 1.043 -0.321 -0.0328
O -0.448641 0.872305 0.083466 -0.335 1.084 0.271 -0.1277
O -3.133376 0.135561 -0.023384 -1.374 -0.598 0.733 -0.0938
O -0.566875 1.928693 -2.276397 -1.198 0.630 -1.952 -0.0929
N 0.278535 -1.779164 -0.575587 2.407 0.054 0.510 -0.0092
C 1.052867 -0.491034 1.444921 -0.741 3.360 -1.046 -0.1307
C 0.395649 1.016915 1.003160 0.753 -3.718 0.710 -0.6572
C 1.511577 -1.285850 0.185008 -1.905 -0.908 2.809 -0.2586
H 0.211505 2.472405 -2.415869 0.191 -0.791 0.739 0.0207
H -0.459790 -1.600040 0.092867 -0.397 0.318 -0.651 0.0372
H -0.512025 1.153733 -1.707540 0.958 0.601 0.867 -0.0195
H 1.760261 -0.071374 2.148072 1.034 -0.709 -0.099 0.0674
H 0.285954 -0.922723 2.075865 -0.327 -0.759 -0.239 0.0787
H -3.259732 0.004132 -0.968176 0.883 0.557 0.287 0.0220
H 1.962013 -2.157454 0.670312 0.560 -0.227 -0.810 0.0720
H 0.206505 -1.163318 -1.369746 -0.694 0.179 0.095 0.0307
H -2.345554 0.620844 0.265214 0.541 -0.034 -1.111 -0.0004
H 2.245609 -0.675614 -0.314013 0.009 -0.082 -0.794 0.0940
```
Forces are in eV/Å.

---

Q: Among the records above, which one has the highest calculated total energy?
A: C5H14